[1]
Below is a molecular structure, C38H38ClN2P2SZr, with properties calculated with wB97M-V/def2-TZVPD.

Frontier orbital gap ... 6.65 eV
2S+1 ... 1
Relative energy (zero: lowest compared OMol25 entry of this formula, charge and spin) ... 0.0 kJ/mol
E_LUMO ... -9.609 eV
Net charge ... +3

Positions of all 83 atoms, in Å:
Zr: 0.374 -1.084 0.835
C: -0.506 3.017 0.304
C: -1.364 2.089 -0.562
P: -1.799 0.524 0.281
C: -2.758 -0.493 -0.858
C: -3.849 -0.030 -1.593
C: -4.555 -0.900 -2.409
C: -4.185 -2.236 -2.498
C: -3.098 -2.712 -1.777
C: -2.400 -1.835 -0.962
C: -2.855 1.059 1.655
C: -2.676 0.606 2.960
C: -3.521 1.029 3.977
C: -4.553 1.913 3.698
C: -4.739 2.375 2.403
C: -3.897 1.953 1.388
C: 0.862 2.429 0.679
P: 0.822 1.267 2.112
C: 2.285 0.185 1.838
C: 2.361 -0.918 2.719
C: 3.493 -1.723 2.743
C: 4.553 -1.443 1.888
C: 4.484 -0.372 1.003
C: 3.355 0.432 0.964
C: 1.292 2.174 3.592
C: 2.586 2.682 3.720
C: 2.908 3.426 4.840
C: 1.951 3.656 5.825
C: 0.667 3.148 5.695
C: 0.330 2.401 4.576
H: -1.059 3.315 1.199
H: -0.332 3.934 -0.260
H: -0.870 1.856 -1.508
H: -2.299 2.591 -0.822
H: -4.153 1.008 -1.541
H: -5.398 -0.536 -2.980
H: -4.745 -2.904 -3.138
H: -2.794 -3.747 -1.860
H: -1.541 -2.238 -0.407
H: -1.873 -0.077 3.204
H: -3.371 0.669 4.986
H: -5.213 2.244 4.488
H: -5.541 3.066 2.182
H: -4.068 2.329 0.387
H: 1.557 3.227 0.955
H: 1.299 1.925 -0.192
H: 1.575 -1.075 3.459
H: 3.559 -2.540 3.448
H: 5.443 -2.057 1.920
H: 5.319 -0.159 0.350
H: 3.321 1.269 0.278
H: 3.339 2.506 2.961
H: 3.905 3.828 4.951
H: 2.213 4.238 6.698
H: -0.071 3.335 6.462
H: -0.674 2.011 4.465
C: 0.583 -5.476 2.021
N: -0.857 -5.255 1.947
C: -1.781 -6.273 1.814
C: -3.012 -5.723 1.917
N: -2.817 -4.377 2.113
C: -1.502 -4.102 2.130
S: -0.919 -2.499 2.461
H: 0.808 -6.068 2.906
H: 1.078 -4.511 2.088
H: 0.906 -6.002 1.126
H: -1.476 -7.294 1.666
H: -3.992 -6.163 1.875
H: -3.537 -3.682 2.248
Cl: 0.624 -0.445 -1.730
C: 0.713 -2.155 -2.314
C: 0.232 -2.457 -3.565
C: 0.318 -3.792 -3.945
C: 0.869 -4.730 -3.082
C: 1.350 -4.361 -1.832
C: 1.284 -3.033 -1.408
C: 1.820 -2.497 -0.123
H: -0.189 -1.703 -4.214
H: -0.040 -4.091 -4.920
H: 0.946 -5.761 -3.398
H: 1.823 -5.099 -1.196
H: 2.660 -1.832 -0.369
H: 2.231 -3.274 0.525

Okay, here come the Löwdin numbers, in e, for every atom: 1.11 -0.26 -0.33 0.93 -0.37 -0.05 -0.03 -0.03 -0.06 -0.16 -0.36 -0.15 -0.06 -0.03 -0.04 -0.08 -0.32 1.01 -0.53 -0.17 -0.03 -0.01 -0.02 -0.07 -0.36 -0.07 -0.04 -0.03 -0.04 -0.08 0.12 0.13 0.07 0.09 0.11 0.13 0.12 0.12 0.03 0.03 0.12 0.12 0.12 0.10 0.11 0.06 0.10 0.13 0.13 0.14 0.12 0.11 0.12 0.13 0.12 0.09 0.03 -0.09 0.01 0.00 0.10 -0.65 0.68 0.12 0.06 0.10 0.15 0.15 0.18 0.77 -0.50 -0.06 -0.04 -0.04 -0.02 -0.34 -0.28 0.13 0.13 0.12 0.12 0.06 0.06

[2]
Below is a molecular structure, C38H38N5O6P2ReS7Sb at a distorted geometry, with properties calculated with wB97M-V/def2-TZVPD.

Frontier orbital gap ... 6.22 eV
2S+1 ... 1
E_LUMO ... -9.005 eV
Net charge ... +3

Positions of all 98 atoms, in Å:
Re: -0.155 -0.039 -0.292
N: 1.843 4.468 2.091
C: 1.539 3.024 2.479
C: 1.561 2.916 3.999
P: 2.995 1.984 1.841
O: 3.434 0.461 3.735
O: 2.424 1.632 0.335
O: 2.596 0.549 2.567
P: -0.097 2.694 1.665
O: -1.117 3.067 2.839
O: -0.190 3.638 0.532
O: -0.262 1.194 1.424
H: 2.762 4.767 2.431
H: 1.143 5.102 2.487
H: 1.790 4.589 1.047
H: 2.518 3.241 4.411
H: 1.408 1.883 4.299
H: 0.764 3.515 4.440
H: 4.152 -0.115 3.424
H: -1.839 3.626 2.526
N: -0.753 -1.310 0.994
S: -1.455 -2.322 1.840
N: -1.890 -3.664 1.075
S: -2.915 -3.725 -0.109
N: -2.805 -2.700 -1.275
S: -1.499 -2.352 -2.164
N: -0.629 -1.228 -1.736
C: -0.547 -3.823 -2.355
C: -0.933 -4.781 -3.283
C: -0.156 -5.922 -3.412
C: 0.980 -6.083 -2.628
C: 1.353 -5.110 -1.710
C: 0.590 -3.962 -1.569
C: -2.226 -1.979 -3.715
C: -3.525 -2.368 -4.027
C: -4.022 -2.053 -5.283
C: -3.229 -1.366 -6.192
C: -1.937 -0.983 -5.861
C: -1.418 -1.284 -4.612
C: -4.577 -3.523 0.427
C: -5.271 -2.351 0.156
C: -6.562 -2.232 0.652
C: -7.129 -3.266 1.383
C: -6.418 -4.432 1.639
C: -5.125 -4.570 1.166
C: -2.785 -5.392 -0.646
C: -3.684 -5.778 -1.639
C: -3.624 -7.077 -2.109
C: -2.680 -7.958 -1.592
C: -1.795 -7.554 -0.604
C: -1.840 -6.256 -0.112
C: -0.364 -2.985 3.044
C: -0.453 -2.588 4.369
C: 0.482 -3.087 5.267
C: 1.475 -3.949 4.831
C: 1.558 -4.321 3.493
C: 0.636 -3.839 2.583
C: -2.844 -1.662 2.675
C: -3.085 -0.299 2.582
C: -4.187 0.213 3.255
C: -5.001 -0.626 4.000
C: -4.729 -1.988 4.093
C: -3.641 -2.522 3.429
H: -1.805 -4.639 -3.905
H: -0.426 -6.675 -4.139
H: 1.592 -6.967 -2.749
H: 2.251 -5.237 -1.124
H: 0.882 -3.176 -0.881
H: -4.135 -2.888 -3.306
H: -5.030 -2.337 -5.549
H: -3.625 -1.123 -7.168
H: -1.331 -0.445 -6.575
H: -0.417 -0.982 -4.338
H: -4.823 -1.563 -0.430
H: -7.130 -1.336 0.449
H: -8.142 -3.168 1.748
H: -6.874 -5.237 2.196
H: -4.567 -5.478 1.350
H: -4.424 -5.089 -2.023
H: -4.318 -7.407 -2.869
H: -2.642 -8.974 -1.960
H: -1.075 -8.252 -0.203
H: -1.168 -5.928 0.665
H: -1.224 -1.909 4.706
H: 0.428 -2.803 6.307
H: 2.191 -4.342 5.540
H: 2.338 -4.993 3.165
H: 0.682 -4.126 1.542
H: -2.417 0.343 2.025
H: -4.400 1.272 3.207
H: -5.851 -0.216 4.528
H: -5.362 -2.630 4.690
H: -3.409 -3.576 3.502
S: 2.120 4.982 -1.014
Sb: 1.501 3.067 -1.891
S: 1.988 0.098 -0.233
S: -0.587 1.764 -1.586
S: 2.487 1.882 -3.430

Okay, here come the Löwdin numbers, in e, for every atom: 0.96 0.13 -0.57 -0.08 0.99 -0.05 -0.93 -0.40 0.33 -0.10 -0.43 -0.52 0.16 0.17 -0.04 0.10 0.09 0.09 0.12 0.10 -0.44 0.87 -0.33 0.94 -0.35 0.85 -0.49 -0.32 -0.05 -0.03 -0.03 -0.04 -0.07 -0.33 -0.06 -0.03 -0.02 -0.03 -0.04 -0.33 -0.05 -0.03 -0.03 -0.03 -0.06 -0.34 -0.06 -0.03 -0.02 -0.03 -0.04 -0.31 -0.04 -0.03 -0.03 -0.04 -0.06 -0.34 -0.04 -0.03 -0.02 -0.03 -0.07 0.12 0.13 0.13 0.12 0.09 0.10 0.12 0.13 0.12 0.12 0.11 0.12 0.13 0.13 0.13 0.12 0.13 0.13 0.13 0.11 0.12 0.12 0.12 0.12 0.10 0.08 0.12 0.13 0.13 0.13 0.15 0.40 0.65 0.19 0.04

- Among the records above, which one has the highest frontier orbital gap?
  C38H38ClN2P2SZr

- Look up the E_LUMO of the second one.
  -9.005 eV